{"formula": "C22H17ClFN7", "method": "ωB97M-V/def2-TZVPD", "symbols": ["N", "F", "Cl", "C", "N", "N", "N", "C", "C", "C", "C", "C", "C", "C", "C", "C", "C", "C", "C", "C", "C", "C", "C", "C", "N", "N", "N", "C", "C", "C", "C", "H", "H", "H", "H", "H", "H", "H", "H", "H", "H", "H", "H", "H", "H", "H", "H", "H"], "positions_angstrom": [[0.00, 3.44, -1.78], [1.56, -4.50, 1.28], [-3.02, 2.23, 4.74], [-0.14, 2.72, -0.83], [1.55, 1.44, -3.91], [3.22, -1.41, -2.63], [1.04, -1.53, -1.69], [2.73, 1.67, -4.48], [-1.08, 3.38, 3.03], [-1.65, 2.23, 3.64], [0.04, 3.25, 2.17], [-0.24, 1.80, 0.29], [-0.70, 0.54, 0.04], [-1.12, 0.95, 3.28], [2.31, -1.93, -1.76], [2.90, -0.33, -3.32], [0.74, -0.52, -2.43], [-1.86, -3.41, 2.06], [-0.75, -4.20, 1.94], [-1.76, -2.03, 1.81], [0.59, -2.31, 1.46], [0.47, -3.72, 1.64], [1.69, 0.22, -3.12], [-0.53, -1.46, 1.56], [3.50, 0.49, -4.30], [-0.53, 0.00, -2.35], [-0.29, -0.18, 1.22], [-2.75, 0.40, -1.61], [0.51, 2.00, 1.57], [-1.36, -0.14, -1.21], [0.00, 0.74, 2.37], [3.12, 2.57, -4.94], [-1.23, 4.30, 3.55], [0.58, 4.22, 2.05], [-1.69, 0.13, 3.68], [2.78, -2.61, -1.13], [-2.82, -3.91, 2.10], [-0.74, -5.29, 2.14], [-2.60, -1.35, 1.84], [1.61, -1.94, 1.37], [4.49, 0.28, -4.73], [-0.47, 0.91, -2.70], [-3.22, 0.71, -0.69], [-2.53, 1.34, -2.24], [-3.31, -0.35, -2.17], [1.57, 1.94, 1.43], [-1.53, -1.20, -1.13], [0.91, 0.41, 2.90]], "homo_energy_ev": -8.118, "relative_energy_kcal_mol": 55.21, "smiles": "C[C@@H](Nc1ncnc2[nH]cnc12)C1=C(C#N)[C@H]2C=CC(Cl)=C[C@H]2N1c1cccc(F)c1", "gap_ev": 7.845}

---

{"formula": "C22H17ClN2O3", "method": "ωB97M-V/def2-TZVPD", "symbols": ["C", "C", "O", "C", "N", "C", "C", "C", "C", "C", "C", "C", "C", "C", "C", "C", "O", "N", "C", "O", "C", "H", "C", "C", "C", "C", "C", "C", "H", "H", "H", "Cl", "H", "H", "H", "H", "H", "H", "H", "H", "H", "H", "H", "H", "H"], "positions_angstrom": [[-1.90, -2.89, -2.92], [-1.02, -3.48, -1.86], [-0.51, -4.57, -1.94], [-0.75, -2.59, -0.63], [-1.79, -1.63, -0.37], [-3.10, -1.96, -0.25], [-4.09, -1.10, -0.57], [-3.77, 0.14, -1.24], [-4.74, 0.91, -1.87], [-4.40, 2.06, -2.55], [-3.08, 2.46, -2.63], [-2.09, 1.70, -2.01], [-2.43, 0.55, -1.32], [-1.38, -0.24, -0.57], [0.00, -0.34, -1.26], [0.98, 0.60, -0.59], [1.15, 1.76, -0.81], [1.65, -0.14, 0.38], [1.34, -1.50, 0.34], [1.70, -2.32, 1.14], [0.49, -1.73, -0.90], [1.13, -2.18, -1.67], [2.53, 0.43, 1.33], [2.20, 1.64, 1.93], [3.07, 2.19, 2.85], [4.26, 1.55, 3.19], [4.56, 0.34, 2.59], [3.71, -0.22, 1.65], [3.96, -1.16, 1.19], [5.48, -0.16, 2.84], [4.92, 1.99, 3.91], [2.67, 3.69, 3.59], [1.28, 2.15, 1.67], [-0.08, -0.13, -2.33], [-1.25, 0.22, 0.43], [-1.06, 2.03, -2.05], [-2.81, 3.36, -3.16], [-5.17, 2.65, -3.03], [-5.77, 0.60, -1.81], [-5.12, -1.36, -0.42], [-3.29, -2.96, 0.12], [-0.58, -3.25, 0.23], [-1.76, -3.43, -3.86], [-1.71, -1.83, -3.06], [-2.94, -3.00, -2.61]], "homo_energy_ev": -7.780, "relative_energy_kcal_mol": 11.80, "smiles": "CC(=O)[C@H]1[C@@H]2C(=O)N(c3cccc(Cl)c3)C(=O)[C@@H]2[C@H]2c3ccccc3C=CN21", "gap_ev": 8.305}

---

{"formula": "C22H17CoF5N5S2", "method": "ωB97M-V/def2-TZVPD", "symbols": ["Co", "N", "C", "N", "C", "N", "N", "C", "C", "C", "C", "C", "C", "N", "C", "C", "C", "C", "C", "C", "H", "H", "H", "H", "H", "H", "H", "H", "H", "H", "H", "F", "C", "C", "F", "C", "F", "C", "S", "C", "F", "C", "F", "C", "S", "C", "H", "H", "H", "H", "H", "H"], "positions_angstrom": [[0.23, -0.36, 0.27], [-1.34, 0.89, -3.38], [-1.15, 0.24, -2.24], [-0.21, 0.55, -1.38], [0.72, 1.54, -1.68], [1.75, 1.75, -0.93], [1.72, 0.82, 0.11], [2.65, 0.75, 0.98], [2.42, -0.32, 1.98], [3.32, -0.64, 2.97], [3.00, -1.69, 3.84], [1.82, -2.37, 3.66], [0.97, -2.00, 2.63], [1.26, -1.00, 1.81], [0.51, 2.33, -2.89], [1.32, 3.41, -3.23], [1.09, 4.11, -4.39], [0.04, 3.74, -5.23], [-0.78, 2.68, -4.92], [-0.54, 1.98, -3.74], [-2.08, 0.58, -3.99], [-1.80, -0.59, -2.01], [3.52, 1.40, 0.98], [4.24, -0.09, 3.07], [3.69, -1.96, 4.63], [1.54, -3.20, 4.31], [0.05, -2.53, 2.43], [2.14, 3.68, -2.57], [1.72, 4.95, -4.66], [-0.14, 4.30, -6.15], [-1.59, 2.39, -5.57], [-4.50, -5.08, 1.57], [-3.43, -4.48, 1.05], [-3.21, -3.14, 1.27], [-4.05, -2.42, 2.01], [-2.09, -2.55, 0.71], [-1.89, -1.22, 0.96], [-1.16, -3.22, -0.07], [0.25, -2.44, -0.78], [-1.43, -4.58, -0.27], [-0.60, -5.31, -1.01], [-2.54, -5.20, 0.27], [-2.75, -6.49, 0.05], [-0.49, 3.06, 1.04], [-0.96, 1.45, 1.69], [-0.12, 1.53, 3.28], [0.59, 3.16, 0.96], [-0.90, 3.85, 1.68], [-0.93, 3.16, 0.05], [-0.56, 2.32, 3.88], [0.94, 1.71, 3.16], [-0.27, 0.58, 3.78]], "multiplicity": 2, "homo_energy_ev": [-10.221, -10.219], "total_charge": 1, "gap_ev": [6.289, 6.296]}

---

{"formula": "C22H18BrF3O4S", "method": "ωB97M-V/def2-TZVPD", "symbols": ["C", "C", "C", "O", "S", "O", "O", "O", "C", "Br", "H", "H", "H", "F", "C", "C", "C", "C", "C", "C", "H", "H", "H", "H", "H", "F", "C", "C", "C", "C", "C", "C", "H", "H", "H", "H", "H", "F", "C", "C", "C", "C", "C", "C", "H", "H", "H", "H", "H"], "positions_angstrom": [[0.05, -1.66, -3.10], [1.16, -1.26, -2.28], [1.97, -0.86, -0.87], [1.01, -0.65, 0.26], [0.98, -2.00, 1.35], [-0.44, -2.67, 1.44], [1.44, -1.42, 2.74], [2.11, -2.94, 0.49], [2.97, -2.09, -0.39], [3.39, -3.39, -1.90], [-0.92, -1.93, -3.74], [2.63, 0.13, -0.93], [3.89, -1.66, 0.21], [-2.37, -1.62, -1.81], [-3.22, -1.19, -0.88], [-3.03, -1.56, 0.45], [-3.92, -1.11, 1.42], [-5.00, -0.30, 1.06], [-5.19, 0.06, -0.28], [-4.29, -0.38, -1.25], [-2.19, -2.20, 0.71], [-3.78, -1.39, 2.46], [-5.70, 0.04, 1.82], [-6.03, 0.69, -0.56], [-4.41, -0.10, -2.29], [2.83, 2.40, 4.64], [2.11, 1.63, 5.46], [1.83, 2.06, 6.75], [1.07, 1.26, 7.60], [0.61, 0.02, 7.16], [0.89, -0.41, 5.86], [1.64, 0.40, 5.01], [2.21, 3.03, 7.08], [0.84, 1.60, 8.61], [0.02, -0.61, 7.82], [0.53, -1.38, 5.52], [1.87, 0.08, 4.00], [2.67, -0.21, -4.99], [1.86, 0.78, -5.39], [1.77, 1.95, -4.64], [0.93, 2.98, -5.06], [0.18, 2.82, -6.23], [0.27, 1.65, -6.98], [1.12, 0.62, -6.56], [2.36, 2.04, -3.73], [0.86, 3.89, -4.49], [-0.48, 3.63, -6.56], [-0.32, 1.53, -7.88], [1.21, -0.29, -7.13]], "homo_energy_ev": -8.970, "relative_energy_kcal_mol": 121.14, "smiles": "C#C[C@H]1OS(=O)(=O)O[C@H]1Br.Fc1ccccc1.Fc1ccccc1.Fc1ccccc1", "gap_ev": 8.297}

---

{"formula": "C22H18BrO7S3", "method": "ωB97M-V/def2-TZVPD", "symbols": ["Br", "C", "S", "C", "C", "C", "C", "C", "C", "O", "O", "H", "H", "H", "H", "H", "H", "C", "O", "C", "C", "C", "C", "C", "C", "S", "O", "O", "C", "C", "C", "C", "C", "C", "S", "O", "O", "C", "C", "H", "H", "H", "H", "H", "H", "H", "H", "H", "H", "H", "H"], "positions_angstrom": [[-1.57, 3.65, 0.59], [-2.08, 1.90, 0.39], [-3.52, 1.31, 1.16], [-4.91, 2.48, 1.06], [-5.06, 3.47, 2.04], [-6.13, 4.36, 1.96], [-7.06, 4.27, 0.92], [-6.93, 3.26, -0.03], [-5.86, 2.35, 0.04], [-3.88, 0.17, 0.33], [-3.36, 1.14, 2.58], [-1.65, 1.31, -0.42], [-4.36, 3.53, 2.87], [-6.23, 5.14, 2.72], [-7.89, 4.98, 0.86], [-7.65, 3.17, -0.84], [-5.78, 1.54, -0.68], [2.25, -4.24, 4.66], [1.41, -4.50, 3.52], [1.21, -3.52, 2.60], [1.82, -2.24, 2.67], [1.62, -1.34, 1.64], [0.77, -1.63, 0.55], [0.63, -0.70, -0.56], [1.71, -0.14, -1.18], [1.56, 0.86, -2.65], [0.51, 0.32, -3.49], [1.61, 2.26, -2.30], [3.15, 0.40, -3.37], [4.01, -0.31, -2.55], [5.25, -0.74, -3.02], [5.63, -0.44, -4.33], [4.76, 0.28, -5.16], [3.51, 0.70, -4.68], [3.38, -0.71, -0.91], [4.04, 0.15, 0.05], [3.42, -2.15, -0.79], [0.09, -2.87, 0.56], [0.34, -3.82, 1.52], [2.19, -5.17, 5.23], [3.29, -4.05, 4.35], [1.88, -3.40, 5.26], [2.47, -1.97, 3.50], [2.11, -0.37, 1.69], [-0.35, -0.51, -0.98], [5.90, -1.30, -2.35], [6.60, -0.77, -4.70], [5.04, 0.52, -6.19], [2.81, 1.26, -5.31], [-0.58, -3.09, -0.28], [-0.11, -4.81, 1.48]], "homo_energy_ev": -2.777, "total_charge": -1, "relative_energy_kcal_mol": 3.97, "gap_ev": 4.529}

---

{"formula": "C22H18ClMnN3O9P3", "method": "ωB97M-V/def2-TZVPD", "symbols": ["Mn", "Cl", "C", "C", "C", "C", "C", "C", "P", "C", "C", "C", "C", "C", "C", "C", "C", "C", "C", "C", "C", "H", "H", "H", "H", "H", "H", "H", "H", "H", "H", "H", "H", "H", "H", "O", "P", "O", "O", "O", "P", "O", "O", "O", "H", "H", "N", "C", "O", "C", "C", "N", "C", "N", "H", "H", "O"], "positions_angstrom": [[0.86, -0.71, -1.01], [2.64, -0.68, 0.58], [2.40, 0.55, 1.80], [3.45, 0.79, 2.67], [3.34, 1.77, 3.65], [2.18, 2.51, 3.75], [1.12, 2.28, 2.87], [1.19, 1.30, 1.89], [-0.18, 0.96, 0.71], [-1.47, 2.21, 1.08], [-2.57, 1.99, 1.90], [-3.50, 3.00, 2.13], [-3.34, 4.25, 1.54], [-2.26, 4.48, 0.70], [-1.33, 3.47, 0.48], [-1.03, -0.47, 1.52], [-1.86, -1.30, 0.75], [-2.51, -2.37, 1.33], [-2.35, -2.65, 2.69], [-1.53, -1.84, 3.46], [-0.88, -0.75, 2.87], [4.36, 0.21, 2.58], [4.16, 1.95, 4.32], [2.09, 3.28, 4.50], [0.23, 2.88, 2.98], [-2.72, 1.04, 2.38], [-4.34, 2.81, 2.78], [-4.07, 5.03, 1.72], [-2.13, 5.44, 0.23], [-0.49, 3.67, -0.18], [-2.01, -1.10, -0.30], [-3.15, -3.00, 0.71], [-2.85, -3.50, 3.13], [-1.40, -2.05, 4.51], [-0.25, -0.13, 3.50], [4.40, -1.53, -3.52], [3.10, -1.89, -2.61], [3.49, -2.87, -1.57], [2.56, -0.52, -2.24], [2.16, -2.58, -3.72], [0.69, -3.18, -3.21], [1.23, -4.41, -2.31], [-0.02, -3.80, -4.33], [0.06, -2.14, -2.31], [4.22, -0.63, -3.79], [1.90, -4.06, -1.70], [1.07, 0.23, -4.30], [-0.06, -0.12, -3.45], [0.01, 0.62, -2.37], [-0.95, -1.05, -3.87], [-2.12, -1.38, -3.12], [-3.09, -1.69, -2.57], [-0.75, -1.74, -5.10], [-0.77, -2.17, -6.17], [1.85, 0.20, -3.66], [0.97, 1.25, -4.38], [0.29, -1.86, 0.06]], "multiplicity": 5, "homo_energy_ev": [-1.364, -1.508], "total_charge": -2, "relative_energy_kcal_mol": 104.82, "gap_ev": [5.352, 5.494]}

---

{"formula": "C22H18F20N2O3", "method": "ωB97M-V/def2-TZVPD", "symbols": ["C", "O", "C", "C", "C", "C", "C", "F", "F", "C", "F", "F", "C", "N", "C", "C", "N", "C", "C", "H", "H", "H", "H", "H", "H", "H", "H", "H", "H", "C", "C", "C", "F", "F", "F", "F", "O", "C", "C", "F", "F", "F", "F", "H", "H", "H", "H", "C", "C", "C", "F", "F", "F", "F", "O", "C", "C", "F", "F", "F", "F", "H", "H", "H", "H"], "positions_angstrom": [[-0.08, -4.61, -0.68], [0.99, -5.31, -1.30], [2.16, -5.43, -0.50], [2.61, -4.12, 0.09], [2.50, -3.85, 1.46], [2.87, -2.64, 2.00], [2.65, -2.45, 3.49], [3.35, -1.44, 4.01], [1.33, -2.20, 3.70], [3.03, -3.75, 4.30], [3.58, -3.40, 5.48], [1.94, -4.48, 4.56], [3.37, -1.62, 1.14], [3.68, -0.39, 1.64], [4.13, 0.48, 0.78], [4.32, 0.17, -0.58], [4.03, -0.98, -1.12], [3.53, -1.90, -0.24], [3.14, -3.16, -0.73], [-0.99, -4.94, -1.17], [-0.17, -4.87, 0.38], [0.00, -3.53, -0.81], [2.92, -5.79, -1.18], [1.97, -6.16, 0.29], [2.08, -4.63, 2.08], [3.78, -4.34, 3.78], [4.38, 1.47, 1.14], [4.73, 0.94, -1.23], [3.25, -3.36, -1.79], [-2.17, 1.32, -2.87], [-3.21, 0.34, -3.43], [-3.74, -0.75, -2.48], [-2.75, -1.58, -2.08], [-4.66, -1.48, -3.14], [-2.75, -0.23, -4.56], [-4.30, 1.08, -3.76], [-0.81, 1.09, -3.19], [-0.01, 0.30, -2.40], [0.53, -0.91, -3.16], [-0.48, -1.69, -3.59], [1.29, -1.64, -2.31], [-0.62, -0.07, -1.25], [1.07, 1.04, -2.04], [-2.39, 2.27, -3.37], [-2.31, 1.51, -1.81], [-4.21, -0.29, -1.60], [1.13, -0.59, -4.01], [-1.25, 5.53, 1.20], [-1.81, 5.40, 2.63], [-1.97, 4.00, 3.21], [-2.87, 3.28, 2.49], [-2.43, 4.10, 4.47], [-2.97, 6.09, 2.73], [-0.90, 6.02, 3.44], [-2.18, 5.75, 0.16], [-2.78, 4.71, -0.51], [-4.30, 4.74, -0.36], [-4.65, 4.63, 0.94], [-4.82, 3.68, -1.03], [-2.28, 3.51, -0.15], [-2.52, 4.87, -1.83], [-0.66, 6.44, 1.21], [-0.56, 4.72, 0.97], [-1.01, 3.47, 3.22], [-4.70, 5.67, -0.76]], "homo_energy_ev": -9.552, "smiles": "COCc1cc(C(F)(F)C(F)F)c2nccnc2c1.FC(F)C(F)(F)COC(F)(F)C(F)F.FC(F)C(F)(F)COC(F)(F)C(F)F", "gap_ev": 8.881}

---

{"formula": "C22H18F5N3O2SSe2Ti", "method": "ωB97M-V/def2-TZVPD", "symbols": ["Ti", "O", "C", "N", "C", "O", "C", "C", "C", "C", "C", "N", "C", "C", "C", "C", "C", "N", "H", "H", "H", "H", "H", "H", "H", "H", "C", "Se", "C", "C", "Se", "C", "H", "H", "H", "H", "H", "H", "H", "H", "H", "H", "F", "C", "C", "F", "C", "F", "C", "S", "C", "F", "C", "F"], "positions_angstrom": [[-0.04, -0.02, 0.21], [-3.58, -1.63, 0.94], [-2.38, -1.42, 0.91], [-1.71, -0.24, 1.15], [-2.19, 0.80, 1.90], [-3.19, 0.84, 2.58], [-1.20, 1.93, 1.87], [-1.38, 3.06, 2.65], [-0.45, 4.08, 2.59], [0.64, 3.93, 1.74], [0.75, 2.78, 0.98], [-0.16, 1.79, 1.01], [-1.38, -2.47, 0.55], [-1.70, -3.82, 0.48], [-0.68, -4.74, 0.28], [0.63, -4.27, 0.15], [0.87, -2.92, 0.19], [-0.11, -2.01, 0.36], [-2.25, 3.10, 3.29], [-0.56, 4.97, 3.20], [1.39, 4.70, 1.66], [1.58, 2.65, 0.30], [-2.73, -4.11, 0.61], [-0.90, -5.80, 0.23], [1.45, -4.96, 0.01], [1.87, -2.52, 0.04], [-3.75, 1.94, -2.37], [-2.18, 1.85, -1.19], [-0.80, 2.00, -2.57], [-0.63, 0.74, -3.41], [-0.56, -0.92, -2.35], [-2.41, -1.51, -2.55], [-3.84, 2.94, -2.79], [-4.60, 1.73, -1.74], [-3.68, 1.20, -3.16], [0.11, 2.21, -2.01], [-1.02, 2.86, -3.20], [0.31, 0.78, -3.95], [-1.44, 0.62, -4.13], [-2.71, -1.41, -3.59], [-3.07, -0.95, -1.89], [-2.43, -2.56, -2.28], [6.04, -1.23, 2.98], [5.14, -0.84, 2.08], [5.53, -0.54, 0.78], [6.81, -0.65, 0.44], [4.60, -0.14, -0.15], [5.00, 0.14, -1.38], [3.23, -0.03, 0.16], [2.06, 0.44, -1.03], [2.89, -0.34, 1.47], [1.58, -0.27, 1.84], [3.81, -0.74, 2.43], [3.41, -1.02, 3.67]], "multiplicity": 3, "homo_energy_ev": [-5.838, -8.036], "relative_energy_kcal_mol": 22.46, "gap_ev": [5.335, 7.482]}

---

{"formula": "C22H18F5N3O3PdSSe", "method": "ωB97M-V/def2-TZVPD", "symbols": ["Pd", "N", "N", "C", "O", "O", "H", "H", "H", "O", "S", "C", "C", "C", "C", "C", "C", "C", "C", "C", "C", "C", "C", "C", "C", "H", "H", "H", "H", "H", "H", "H", "H", "H", "H", "H", "H", "H", "H", "N", "C", "H", "F", "C", "C", "F", "C", "F", "C", "Se", "C", "F", "C", "F"], "positions_angstrom": [[0.93, -0.59, 3.22], [2.38, -1.52, 4.75], [3.46, -1.51, 3.98], [3.06, -1.97, 2.64], [3.78, -2.13, 1.63], [1.84, -2.52, 2.66], [2.49, -1.39, 5.76], [1.76, -2.32, 4.61], [4.35, -1.09, 4.20], [0.72, -2.65, -2.00], [0.66, -1.88, -0.68], [-0.46, -0.45, -1.00], [-1.70, -0.87, -1.74], [-2.00, -0.35, -3.00], [-2.92, -0.98, -3.85], [-3.58, -2.14, -3.48], [-3.31, -2.64, -2.21], [-2.48, -1.96, -1.30], [2.29, -1.01, -0.64], [2.47, -0.17, -1.94], [2.07, -0.65, -3.18], [2.07, 0.21, -4.31], [2.52, 1.51, -4.14], [2.84, 1.97, -2.88], [2.94, 1.13, -1.80], [0.04, 0.40, -1.48], [-0.74, 0.01, -0.02], [-1.37, 0.41, -3.42], [-3.12, -0.53, -4.80], [-4.21, -2.63, -4.20], [-3.73, -3.61, -1.98], [-2.41, -2.29, -0.25], [3.04, -1.78, -0.53], [2.40, -0.35, 0.20], [1.82, -1.69, -3.29], [1.67, -0.16, -5.24], [2.62, 2.14, -5.02], [3.10, 3.03, -2.80], [3.26, 1.45, -0.80], [-1.71, -2.67, 3.40], [-0.65, -2.26, 3.12], [-2.59, -2.99, 3.79], [-4.31, 4.69, 2.02], [-3.16, 3.99, 2.12], [-3.16, 2.61, 1.84], [-4.29, 2.08, 1.38], [-2.00, 1.87, 2.12], [-2.07, 0.53, 1.92], [-0.85, 2.52, 2.56], [0.74, 1.93, 3.26], [-0.88, 3.93, 2.63], [0.30, 4.57, 2.98], [-1.97, 4.73, 2.44], [-2.00, 6.07, 2.73]], "homo_energy_ev": 0.733, "total_charge": -2, "relative_energy_kcal_mol": 66.40, "gap_ev": 3.818}